1.
ORCA calculation (ωB97M-V/def2-TZVPD) on an isolated ion of composition C4H8NO2 and charge -1 in a non-equilibrium geometry.

Calculated values
E_HOMO: -0.103 Eh
LUMO: 0.1369 hartree
calculated total energy: -362.4222 Ha
SMILES: N[C@H](C[O-])CC=O
strongest force on any atom: 1.4 eV/A
gap between HOMO and LUMO: 6.53 eV
total charge: -1

Last column: Mulliken charge in e.
Geometry (Å):
H: -1.48635 -0.75388 -0.17943  0.251
H: 1.09276 1.13542 2.25219  0.178
C: 0.29091 -0.12522 0.65494  0.258
H: 1.88878 0.28186 -0.74064  0.348
N: -1.07356 -0.58297 0.73317  -0.719
C: 0.81498 0.03732 -0.75915  -0.973
C: 0.64413 -1.04979 -1.77724  0.077
H: 1.57027 -1.23940 -2.38021  0.297
H: 0.97645 -0.76621 1.22982  0.213
H: -1.57432 0.22472 1.13516  0.293
C: 0.38420 1.34873 1.39689  -0.306
H: 1.06778 1.93423 0.69913  0.157
O: -0.78379 1.89662 1.63643  -0.899
O: -0.36256 -1.66334 -2.01058  -0.495
H: 0.38145 0.95851 -1.20395  0.320


2.
ORCA calculation (ωB97M-V/def2-TZVPD) on a 2-piece molecular cluster, C4H8NO2 overall in a non-equilibrium geometry.

Calculated values
E_HOMO (alpha / beta): -0.082 / -0.053 Eh
LUMO (alpha / beta): 0.1540 / 0.1535 hartree
calculated total energy: -362.2624 Ha
strongest force on any atom: 1.6 eV/A
gap between HOMO and LUMO (alpha / beta): 6.43 / 5.62 eV
total charge: -1

Last column: Mulliken charge in e.
Geometry (Å):
H: 2.05842 -0.05672 1.54986  0.264
H: -1.75917 -0.56995 -1.48227  0.205
O: -3.44485 0.45904 0.96184  -0.474
H: 2.90988 0.14840 0.00748  0.294
H: -3.44273 -1.11731 -1.33778  0.329
C: -2.57521 -0.73171 -0.78233  -0.662
N: -2.94537 0.55731 -0.19672  -0.107
H: 2.26988 1.56328 0.85944  0.349
H: 0.60070 -0.60366 -0.53242  0.253
H: -0.25840 1.98654 0.97387  0.100
H: -2.29360 -1.47413 -0.02642  0.273
C: 0.75524 0.38748 -0.10301  0.571
O: 0.41036 1.45058 -0.95777  -0.464
C: -0.40163 1.21889 0.20357  -0.654
C: 2.08492 0.51605 0.62236  -1.278